ORCA calculation (ωB97M-V/def2-TZVPD) on a molecular structure, C7H12O16SV at a distorted geometry.

Last column: Mulliken charge in e.
Element x y z (Å)
O1 2.1364 -1.8679 0.9768  -0.22
V1 0.6571 -1.2572 0.8921  1.74
O2 -0.4195 -3.6780 -2.5775  -0.56
C1 -0.8312 -3.2853 -1.3484  0.62
O3 0.0025 -2.5563 -0.7093  -0.78
O4 -1.9150 -3.6604 -0.9025  -0.63
H1 0.4116 -3.1881 -2.6726  0.31
O5 -1.5945 -4.1507 3.1361  -0.53
C2 -0.8769 -3.0044 3.3121  0.68
O6 -1.0584 -2.3077 4.3154  -0.67
O7 -0.1336 -2.6830 2.3239  -0.64
H2 -1.2096 -4.4830 2.3093  0.31
O8 2.1241 1.8771 3.7115  -0.46
C3 1.5735 0.6443 3.5786  0.48
O9 1.3834 -0.0564 4.5893  -0.67
O10 1.2599 0.2599 2.4161  -0.80
H3 2.1620 1.9820 4.6713  0.28
O11 -2.7087 0.2143 2.5479  -0.54
C4 -2.4310 -0.5846 1.4596  0.52
O12 -1.3354 -0.3318 0.8273  -0.31
O13 -3.2664 -1.4188 1.1657  -0.64
H4 -1.9386 0.7700 2.7182  0.31
O14 1.3233 0.2124 -0.5667  -0.19
S1 1.3347 1.2198 -1.5675  1.07
O15 2.4599 1.4460 -2.4502  -0.66
O16 0.0227 0.9539 -2.4845  -0.26
C5 -0.0457 1.5265 -3.8013  -0.37
C6 -0.2768 3.0237 -3.8220  -1.06
C7 1.0047 2.8044 -0.7125  -1.08
H5 -0.7465 0.8694 -4.3115  0.36
H6 0.9276 1.2950 -4.2448  0.37
H7 -0.8465 3.2603 -2.9175  0.31
H8 -0.8704 3.3618 -4.6694  0.36
H9 0.6221 3.6286 -3.7078  0.27
H10 0.0478 2.8731 -0.2043  0.31
H11 1.2945 3.6329 -1.3498  0.38
H12 1.7569 2.6582 0.0691  0.43

- total charge = -2
- electronic energy (eV) = -76741.556
- relative energy (zero: lowest compared OMol25 entry of this formula, charge and spin) (eV) = 0.6650
- ⟨S²⟩ = 0.784
- HOMO energy (spin up / spin down) (eV) = -2.205 / -2.211
- LUMO level (spin up / spin down) (eV) = 3.723 / 3.723
- multiplicity = 2

ORCA calculation (ωB97M-V/def2-TZVPD) on a molecular structure, C7H12O2S at a distorted geometry.

Last column: Mulliken charge in e.
Element x y z (Å)
C1 0.7150 0.8544 0.1887  -0.58
C2 -0.4950 1.3619 0.7719  0.73
C3 -0.6898 -1.5055 -0.3559  -0.33
C4 1.7213 0.7558 1.9357  -0.44
C5 0.9632 1.9207 2.4027  -0.50
C6 -1.0519 -2.6413 -1.2271  -1.37
C7 -0.1046 0.4553 -2.3581  -0.95
O1 -1.5866 1.2594 0.2391  -0.68
O2 -0.4375 2.0057 1.9730  -0.38
S1 0.5956 -0.4572 -0.9705  0.26
H1 -1.5015 -0.9919 -0.0864  0.54
H2 1.2539 -0.2032 2.2068  0.25
H3 2.7976 0.9663 2.0328  0.33
H4 0.8925 2.0283 3.4448  0.37
H5 1.3146 2.8187 1.9972  0.32
H6 -0.1686 -3.2015 -1.6526  0.31
H7 -1.8859 -3.3881 -0.9084  0.33
H8 -1.5866 -2.2666 -2.0573  0.41
H9 0.7264 1.2848 -2.6824  0.33
H10 -0.2673 -0.1495 -3.2411  0.43
H11 -0.9985 1.0068 -2.1831  0.33
H12 -0.2066 -1.9135 0.5301  0.29

- total charge = 0
- electronic energy (eV) = -22379.306
- relative energy (zero: lowest compared OMol25 entry of this formula, charge and spin) (eV) = 3.1291
- HOMO energy (eV) = -7.827
- LUMO level (eV) = 0.506

- What is the electronic energy in the second record?
  -22379.306 eV

Copy entry 1 word for word.
ORCA calculation (ωB97M-V/def2-TZVPD) on a molecular structure, C7H12O16SV at a distorted geometry.

Last column: Mulliken charge in e.
Element x y z (Å)
O1 2.1364 -1.8679 0.9768  -0.22
V1 0.6571 -1.2572 0.8921  1.74
O2 -0.4195 -3.6780 -2.5775  -0.56
C1 -0.8312 -3.2853 -1.3484  0.62
O3 0.0025 -2.5563 -0.7093  -0.78
O4 -1.9150 -3.6604 -0.9025  -0.63
H1 0.4116 -3.1881 -2.6726  0.31
O5 -1.5945 -4.1507 3.1361  -0.53
C2 -0.8769 -3.0044 3.3121  0.68
O6 -1.0584 -2.3077 4.3154  -0.67
O7 -0.1336 -2.6830 2.3239  -0.64
H2 -1.2096 -4.4830 2.3093  0.31
O8 2.1241 1.8771 3.7115  -0.46
C3 1.5735 0.6443 3.5786  0.48
O9 1.3834 -0.0564 4.5893  -0.67
O10 1.2599 0.2599 2.4161  -0.80
H3 2.1620 1.9820 4.6713  0.28
O11 -2.7087 0.2143 2.5479  -0.54
C4 -2.4310 -0.5846 1.4596  0.52
O12 -1.3354 -0.3318 0.8273  -0.31
O13 -3.2664 -1.4188 1.1657  -0.64
H4 -1.9386 0.7700 2.7182  0.31
O14 1.3233 0.2124 -0.5667  -0.19
S1 1.3347 1.2198 -1.5675  1.07
O15 2.4599 1.4460 -2.4502  -0.66
O16 0.0227 0.9539 -2.4845  -0.26
C5 -0.0457 1.5265 -3.8013  -0.37
C6 -0.2768 3.0237 -3.8220  -1.06
C7 1.0047 2.8044 -0.7125  -1.08
H5 -0.7465 0.8694 -4.3115  0.36
H6 0.9276 1.2950 -4.2448  0.37
H7 -0.8465 3.2603 -2.9175  0.31
H8 -0.8704 3.3618 -4.6694  0.36
H9 0.6221 3.6286 -3.7078  0.27
H10 0.0478 2.8731 -0.2043  0.31
H11 1.2945 3.6329 -1.3498  0.38
H12 1.7569 2.6582 0.0691  0.43

- total charge = -2
- electronic energy (eV) = -76741.556
- relative energy (zero: lowest compared OMol25 entry of this formula, charge and spin) (eV) = 0.6650
- ⟨S²⟩ = 0.784
- HOMO energy (spin up / spin down) (eV) = -2.205 / -2.211
- LUMO level (spin up / spin down) (eV) = 3.723 / 3.723
- multiplicity = 2

- Look up the total charge of the second one.
  0

- Among the records above, which one has the highest relative energy (zero: lowest compared OMol25 entry of this formula, charge and spin)?
  C7H12O2S